No. 1
ORCA calculation (ωB97M-V/def2-TZVPD) on a cluster of 2 separate species, C5H8O3 in total at a distorted geometry.

For the energy above the lowest of the compared OMol25 structures with the same formula, charge and spin, the calculation gives 162.6 kcal per mole. The value obtained for the energy is -420.7970 Ha. The calculation puts the HOMO-LUMO gap at 9.60 eV. The calculation puts the LUMO energy at 0.7051 eV.

```
! wB97M-V def2-TZVPD RIJCOSX def2/J DEFGRID3
* xyz 0 1
C 0.2644 -1.6861 -0.8390
C 0.2983 -0.7859 0.5039
C -1.0822 -0.1856 0.6019
C -0.0797 1.8916 0.1335
C 1.0435 1.3929 0.5658
H -0.1428 0.5263 -1.2846
H 1.2595 -2.0402 -0.9330
H -0.6632 -2.1948 -0.7666
H 0.5597 -1.6641 1.3237
H -1.5912 0.2664 1.6119
H -1.9386 -0.6646 0.1550
H -0.2122 3.1054 0.0793
H 2.0465 1.7901 0.7488
O -0.0020 -0.7442 -2.0282
O -1.1239 0.9747 -0.3159
O 1.3639 0.0181 0.4435
*
```

No. 2
ORCA calculation (ωB97M-V/def2-TZVPD) on a structure of composition C35H69BClFMoN6OSi3 at a distorted geometry.

For the energy above the lowest of the compared OMol25 structures with the same formula, charge and spin, the calculation gives 27.2 kcal per mole. The expectation value of S² is 2.067. The value obtained for the energy is -3300.5737 Ha. The calculation puts the HOMO-LUMO gap (alpha / beta) at 7.65 / 8.04 eV. The calculation puts the LUMO energy (alpha / beta) at -0.8649 / -0.5804 eV.

```
! wB97M-V def2-TZVPD RIJCOSX def2/J DEFGRID3
* xyz 0 3
Mo 0.3416 0.0346 -0.0099
C -2.6504 -1.7230 -4.8733
C -2.4714 -1.8470 -3.4030
C -3.1053 -2.7471 -2.5809
C -2.6522 -2.4664 -1.2886
N -1.7780 -1.4519 -1.3301
N -1.6755 -1.0854 -2.6239
B -0.7998 0.0383 -3.1428
N -1.1570 1.3723 -2.4879
N -1.2623 1.5884 -1.1590
C -1.6878 2.8488 -1.0030
C -1.8320 3.4465 -2.2599
C -1.4815 2.4829 -3.1770
C -1.4742 2.6252 -4.6580
C -2.0696 3.5732 0.2595
C -1.0842 4.7240 0.4921
C -2.0776 2.6546 1.4714
C -3.4933 4.1288 0.0837
N 0.7143 -0.1803 -2.9378
N 1.3728 0.4721 -1.9491
C 2.6220 0.7015 -2.3986
C 2.7787 0.0820 -3.6405
C 1.5519 -0.4617 -3.9526
C 1.1715 -1.2627 -5.1416
C 3.6080 1.7221 -1.9011
C 3.3102 3.0078 -2.6968
C 5.0558 1.3023 -2.1837
C 3.4504 2.0393 -0.4276
C -3.1185 -3.2599 -0.0966
C -4.6142 -3.5900 -0.2212
C -2.9386 -2.4582 1.1803
C -2.3152 -4.5659 -0.0330
H -3.3556 -2.4822 -5.1996
H -1.7105 -1.8692 -5.3967
H -3.0443 -0.7466 -5.1472
H -3.8058 -3.5007 -2.8739
H -0.9889 0.1391 -4.3048
H -2.1567 4.4426 -2.4817
H -1.7068 3.6584 -4.9075
H -2.2243 1.9782 -5.1103
H -0.5051 2.3694 -5.0838
H -0.0848 4.3252 0.6500
H -1.3839 5.2940 1.3696
H -1.0617 5.3937 -0.3642
H -1.1518 2.0886 1.5324
H -2.9190 1.9709 1.3954
H -2.1897 3.2442 2.3797
H -3.5445 4.8538 -0.7227
H -3.8129 4.6160 1.0026
H -4.1857 3.3175 -0.1375
H 3.6713 0.0454 -4.2274
H 2.0640 -1.5175 -5.7080
H 0.4859 -0.7167 -5.7909
H 0.6864 -2.1815 -4.8172
H 3.4235 2.8438 -3.7653
H 4.0008 3.7886 -2.3901
H 2.2961 3.3457 -2.4981
H 5.2629 1.2773 -3.2502
H 5.2688 0.3248 -1.7629
H 5.7262 2.0310 -1.7320
H 2.5300 2.5861 -0.2709
H 3.4242 1.1349 0.1706
H 4.2749 2.6665 -0.1041
H -5.1919 -2.6827 -0.3931
H -4.9586 -4.0450 0.7068
H -4.8107 -4.2875 -1.0299
H -3.6492 -1.6341 1.1893
H -1.9299 -2.0626 1.2212
H -3.1275 -3.0848 2.0496
H -2.4772 -5.1559 -0.9324
H -2.6185 -5.1553 0.8305
H -1.2498 -4.3628 0.0459
C -1.9756 -0.1348 2.8701
O -0.7938 -0.4591 2.1828
Si 0.4473 -1.3064 2.9624
C 0.1083 -1.1179 4.8469
C 0.0259 -3.1819 2.8443
C 1.8441 -0.4127 2.0397
Si 3.4519 -1.4691 1.8697
C 4.1440 -1.5861 0.0835
C 4.9983 -0.9858 2.8947
C 3.2377 -3.2818 2.4687
Si 2.2516 1.1396 3.1545
C 0.8640 2.3869 3.5916
C 3.6579 2.3521 2.6763
C 2.8397 0.4935 4.8756
H -2.3328 -0.9837 3.4543
H -2.7444 0.1435 2.1549
H -1.7909 0.7021 3.5474
H -0.8344 -1.5894 5.1137
H 0.0603 -0.0843 5.1622
H 0.8761 -1.6045 5.4348
H -0.9992 -3.3609 3.1594
H 0.6650 -3.7514 3.5086
H 0.1364 -3.6037 1.8547
H 3.5438 -1.0453 -0.6408
H 4.1830 -2.6222 -0.2357
H 5.1571 -1.1997 0.0491
H 5.2808 0.0543 2.8018
H 5.8433 -1.5823 2.5589
H 4.8630 -1.1926 3.9494
H 2.5642 -3.8505 1.8387
H 2.8624 -3.3248 3.4851
H 4.1975 -3.7899 2.4570
H 0.5838 2.9643 2.7218
H 1.2469 3.0794 4.3362
H -0.0281 1.9224 3.9957
H 3.2854 3.1641 2.0657
H 4.4790 1.8871 2.1513
H 4.0627 2.7922 3.5827
H 2.8476 -0.5879 4.9272
H 2.2068 0.8535 5.6801
H 3.8452 0.8350 5.0946
F 0.8178 1.7993 0.6161
Cl 1.1661 -2.8184 -1.8941
C 0.8513 -2.1017 -0.2685
H 1.6591 -2.5459 0.3145
H -0.0605 -2.6376 0.0306
*
```

No. 3
ORCA calculation (ωB97M-V/def2-TZVPD) on the molecule C3H3IS at a distorted geometry.

For the energy above the lowest of the compared OMol25 structures with the same formula, charge and spin, the calculation gives 18.6 kcal per mole. Its SMILES is CSC#CI. The value obtained for the energy is -811.8714 Ha. The calculation puts the HOMO-LUMO gap at 9.04 eV. The calculation puts the LUMO energy at 0.2903 eV.

```
! wB97M-V def2-TZVPD RIJCOSX def2/J DEFGRID3
* xyz 0 1
C 1.4386 0.2178 -0.0218
S 0.7452 -1.4523 -0.0189
C -1.0393 -0.8883 -0.0182
C -2.0868 -0.3722 0.2786
I -3.6981 0.7924 0.0361
H 1.5337 0.4884 -1.2040
H 2.2950 0.3327 0.5516
H 0.8117 0.8816 0.3968
*
```

No. 4
ORCA calculation (ωB97M-V/def2-TZVPD) on a structure of composition C24H20As2N2O4PdS4 at a distorted geometry.

For the energy above the lowest of the compared OMol25 structures with the same formula, charge and spin, the calculation gives 12.0 kcal per mole. The value obtained for the energy is -7529.4667 Ha. The calculation puts the HOMO-LUMO gap at 5.14 eV. The calculation puts the LUMO energy at 3.9737 eV.

```
! wB97M-V def2-TZVPD RIJCOSX def2/J DEFGRID3
* xyz -2 1
Pd -0.1901 -0.1527 0.0624
C 2.8180 -0.0739 -1.9304
C 2.9571 -0.0523 -0.4476
N 1.9575 0.0148 0.4016
C 2.4959 -0.0385 1.6847
C 3.8658 -0.1376 1.5723
N 4.1153 -0.1341 0.2317
C 5.0449 -0.2573 2.5045
O 4.7929 -0.3261 3.7418
O 6.1505 -0.3023 1.9460
C 1.5679 -0.1298 2.8625
O 2.0932 -0.2551 4.0564
O 0.3780 -0.1600 2.6583
H 1.7612 0.0352 -2.1602
H 3.1813 -1.0184 -2.3450
H 3.3572 0.7525 -2.3986
H 5.0531 -0.2052 -0.1279
H 3.1355 -0.2644 4.0255
S -2.2720 2.9569 1.3608
As -2.1962 1.8806 -0.4637
S -2.5529 -0.2899 -0.1428
S -0.1397 1.8328 -1.2612
S -3.5295 2.6765 -1.9272
C -2.5326 -4.7512 3.5075
C -2.9091 -4.9182 2.1823
C -2.1967 -4.2906 1.1669
C -1.0937 -3.4974 1.4664
C -0.7595 -3.2825 2.8037
C -1.4641 -3.9182 3.8169
As -0.0789 -2.5330 0.1028
C 1.6846 -3.3734 0.2155
C 2.2966 -3.9637 -0.8862
C 3.6199 -4.3922 -0.8156
C 4.3546 -4.2088 0.3466
C 3.7639 -3.5897 1.4402
C 2.4410 -3.1722 1.3696
C -0.7613 -3.3329 -1.5306
C -1.2163 -2.4791 -2.5314
C -1.7277 -3.0032 -3.7155
C -1.7772 -4.3767 -3.9046
C -1.3083 -5.2342 -2.9133
C -0.8029 -4.7130 -1.7309
H -3.0886 -5.2404 4.2986
H -3.7674 -5.5327 1.9342
H -2.5186 -4.4084 0.1424
H 0.0152 -2.5727 3.0646
H -1.1870 -3.7416 4.8498
H 1.7439 -4.0858 -1.8067
H 4.0760 -4.8670 -1.6770
H 5.3871 -4.5344 0.3982
H 4.3335 -3.4113 2.3451
H 2.0067 -2.6607 2.2181
H -1.1912 -1.4112 -2.3697
H -2.0993 -2.3304 -4.4789
H -2.1847 -4.7846 -4.8228
H -1.3431 -6.3080 -3.0598
H -0.4376 -5.3789 -0.9585
*
```